C22H15BCl2F4N4O3OsS2 | ωB97M-V/def2-TZVPD

Results
Spin multiplicity: 5
Energy above the lowest of the compared OMol25 structures with the same formula, charge and spin (kcal per mole): 0.57
Orbital gap (spin up / spin down) (eV): 6.9 / 6.2
E (Ha): -3524.0241

```
54
C22H15BCl2F4N4O3OsS2 ωB97M-V/def2-TZVPD
O -1.73 0.73 0.90
F 1.49 1.93 4.34
H 1.17 5.85 -0.86
F 0.72 0.24 2.98
C -1.03 2.98 0.47
Cl -0.98 6.99 0.59
C -0.59 5.33 0.27
H 5.67 0.38 -3.48
N 0.13 -4.76 -3.01
N 4.74 0.24 -0.87
C 0.90 3.74 -0.75
C 4.73 0.89 -3.26
C 5.04 -1.68 1.68
H 5.98 -2.82 3.22
N 0.17 -5.71 0.86
H 4.93 1.95 -3.13
H 5.19 -1.35 5.04
C 4.15 -0.01 3.74
C 4.08 0.33 -2.04
H 3.19 1.14 2.18
H -2.74 2.30 1.58
C 2.79 -0.13 -1.87
H -2.25 4.54 1.34
C 4.27 -0.55 1.42
H 6.78 -0.17 -0.60
F -0.56 2.13 3.30
S -0.78 -1.40 -1.84
C 5.38 -1.95 2.99
C 3.82 0.29 2.42
C 0.55 5.04 -0.49
Cl 2.33 3.40 -1.66
C 2.69 -0.50 -0.52
N 3.88 -0.27 0.07
O 1.73 -1.02 0.18
Os -0.10 -0.28 0.30
H 2.00 -0.18 -2.59
C -1.37 4.32 0.74
S -0.77 -2.18 1.40
H 3.77 0.62 4.53
H 6.38 1.45 -1.22
B 0.76 1.65 3.20
C 0.13 2.66 -0.27
H 5.34 -2.33 0.87
C -0.41 -2.97 -1.22
H 6.09 1.05 0.48
C 4.93 -1.12 4.02
F 1.38 2.24 2.06
C -0.40 -3.30 0.11
H 4.06 0.77 -4.11
C -1.86 1.98 1.02
C 6.08 0.66 -0.53
C -0.09 -4.64 0.52
C -0.11 -3.98 -2.20
O 0.50 1.44 -0.53
```